Entry a
The ion C4H2NO3 with charge -1. Source: OMol25; level of theory: the ωB97M-V functional and the def2-TZVPD basis.

Atoms and positions in Å:
N1 0.55 2.57 -1.21
C1 0.26 1.60 -0.64
C2 0.16 0.36 0.05
C3 1.27 -1.13 -0.20
O1 1.52 -1.34 -1.37
O2 1.33 -1.74 0.84
C4 -1.22 -0.16 0.47
O3 -0.34 0.57 1.37
H1 -2.08 0.41 0.02
H2 -1.45 -1.15 0.66

## Properties
**Net charge**: -1
**SMILES string**: N#C[C@]1(C(=O)[O-])CO1
**LUMO**: 3.972 eV

Entry b
The ion C4H2NO3 with charge -1. Source: OMol25; level of theory: the ωB97M-V functional and the def2-TZVPD basis.

Atoms and positions in Å:
C1 0.38 -1.16 -0.21
C2 -0.61 -0.31 0.01
C3 -0.71 1.04 -1.74
C4 -2.59 -0.21 -1.30
N1 -1.91 0.81 -1.95
O1 0.24 1.67 -1.98
O2 -3.70 -0.58 -1.56
O3 -1.96 -0.76 -0.26
H1 1.43 -0.70 0.02
H2 -0.46 0.68 0.52

## Properties
**Net charge**: -1
**LUMO**: 3.905 eV

Most stable structure: entry a